Version a
The following is a DFT calculation (ωB97M-V with the def2-TZVPD basis set) of a 2-piece molecular cluster, C5H14 overall.

Geometry as ORCA input:
```
! wB97M-V def2-TZVPD RIJCOSX def2/J DEFGRID3
* xyz 0 1
C 0.49746 -1.48574 -0.18835
C 1.63466 -0.47556 -0.29788
C 3.02837 -1.04631 -0.11475
H 0.43930 -2.19074 -1.00162
H -0.42654 -0.93916 -0.04584
H 0.64581 -1.96403 0.77489
H 1.71044 0.15933 -1.19898
H 1.35309 0.40540 0.29466
H 3.08382 -1.97762 0.45273
H 3.52828 -1.24968 -1.04602
H 3.73879 -0.34477 0.33637
C -3.02913 1.24471 0.65135
C -1.80030 1.49381 -0.19794
H -3.69145 2.11601 0.63275
H -3.57536 0.31904 0.50888
H -2.75879 1.27502 1.71469
H -2.05835 1.46747 -1.25834
H -1.31461 2.42926 0.04489
H -1.00549 0.76355 -0.06150
*
```

- frontier orbital gap (eV) = 11.88
- HOMO energy (Eh) = -0.39533
- structure (SMILES) = CCC.CC

These are the Mulliken partial charges, in e, on atoms 1 to 4: -0.90, -0.24, -1.18, 0.27



Version b
The following is a DFT calculation (ωB97M-V with the def2-TZVPD basis set) of a 2-piece molecular cluster, C5H14 overall.

Geometry as ORCA input:
```
! wB97M-V def2-TZVPD RIJCOSX def2/J DEFGRID3
* xyz 0 1
C -0.96311 0.75079 -2.29745
C -1.31081 0.31379 -0.89553
C -1.39100 -1.22017 -0.80651
H -1.77774 0.65804 -3.01373
H -0.20181 0.04881 -2.66306
H -0.44866 1.70248 -2.42762
H -0.51098 0.56333 -0.20117
H -2.13189 0.84783 -0.41379
H -1.29326 -1.66630 -1.79345
H -0.62255 -1.68427 -0.17801
H -2.26608 -1.61079 -0.28400
C 1.63406 0.75110 1.33468
C 1.44284 -0.37858 2.32739
H 2.28567 1.50247 1.75904
H 2.34453 0.34161 0.60879
H 0.75035 1.20433 0.91968
H 2.43253 -0.71296 2.66930
H 1.03904 -0.12767 3.31309
H 0.98887 -1.28384 2.04234
*
```

- frontier orbital gap (eV) = 12.00
- HOMO energy (Eh) = -0.39926
- structure (SMILES) = CCC.CC

These are the Mulliken partial charges, in e, on atoms 1 to 4: -1.35, 0.62, -1.14, 0.32



Version c
The following is a DFT calculation (ωB97M-V with the def2-TZVPD basis set) of a 2-piece molecular cluster, C5H14 overall.

Geometry as ORCA input:
```
! wB97M-V def2-TZVPD RIJCOSX def2/J DEFGRID3
* xyz 0 1
C -0.55394 -1.55903 -2.43828
C -0.31270 -1.00603 -1.04209
C -1.19593 -1.57268 0.10291
H -0.13366 -0.84629 -3.15988
H -1.60412 -1.44058 -2.71176
H -0.11682 -2.53336 -2.62988
H 0.67651 -1.18697 -0.62777
H -0.63315 0.03715 -1.11028
H -1.05180 -0.93011 0.96877
H -2.27042 -1.58560 -0.10067
H -0.92802 -2.62416 0.23617
C 1.63617 1.60644 1.19240
C 0.43693 2.15384 1.93190
H 2.25113 0.92755 1.78174
H 1.35830 1.06553 0.28915
H 2.27907 2.44595 0.91875
H 0.66415 2.78690 2.79588
H -0.30266 1.40052 2.21892
H -0.19905 2.86090 1.38403
*
```

- frontier orbital gap (eV) = 12.19
- HOMO energy (Eh) = -0.40631
- structure (SMILES) = CCC.CC

These are the Mulliken partial charges, in e, on atoms 1 to 4: -1.27, 0.02, -1.06, 0.33



Which structure is the most stable? The one labeled version c.



Version a
The following is a DFT calculation (ωB97M-V with the def2-TZVPD basis set) of a 2-piece molecular cluster, C5H14 overall.

Geometry as ORCA input:
```
! wB97M-V def2-TZVPD RIJCOSX def2/J DEFGRID3
* xyz 0 1
C 0.11678 1.93862 0.82915
C 1.71785 1.59676 0.71405
C 1.72997 0.75602 -0.53385
H -0.44179 1.17324 1.31090
H -0.11300 2.11647 -0.24334
H -0.13707 2.79960 1.48234
H 2.13766 2.53610 0.51008
H 2.10452 1.17447 1.59634
H 1.28045 -0.24161 -0.35918
H 1.21363 1.34629 -1.22706
H 2.67924 0.50064 -0.92529
C -2.16870 -2.32435 -0.69697
C -0.90558 -1.55923 -0.13169
H -2.77123 -1.76594 -1.52466
H -1.81382 -3.30373 -0.94500
H -2.83627 -2.48801 0.21701
H -1.14736 -0.53994 0.15291
H -0.20376 -1.60679 -0.90022
H -0.44153 -2.10861 0.67447
*
```

- frontier orbital gap (eV) = 12.14
- HOMO energy (Eh) = -0.40395
- structure (SMILES) = CCC.CC

These are the Mulliken partial charges, in e, on atoms 1 to 4: -1.03, -0.22, -0.95, 0.21



Version b
The following is a DFT calculation (ωB97M-V with the def2-TZVPD basis set) of a 2-piece molecular cluster, C5H14 overall.

Geometry as ORCA input:
```
! wB97M-V def2-TZVPD RIJCOSX def2/J DEFGRID3
* xyz 0 1
C -1.72353 1.05332 -1.42484
C -0.88581 -0.20582 -1.22871
C -1.58623 -1.48207 -1.71332
H -2.31083 1.42069 -0.58650
H -2.33211 0.89168 -2.31406
H -1.07729 1.88782 -1.71043
H -0.07456 -0.06253 -1.92579
H -0.58303 -0.19557 -0.19279
H -2.38175 -1.24454 -2.41807
H -0.81837 -2.13094 -2.13672
H -2.10790 -2.03452 -0.92368
C 2.38874 0.90661 2.02153
C 1.56374 -0.35788 2.10943
H 3.38342 0.77257 2.47018
H 2.66122 1.13134 1.01887
H 1.90695 1.76201 2.49159
H 2.03963 -1.18707 1.57919
H 1.39860 -0.66835 3.14198
H 0.53911 -0.25674 1.74214
*
```

- frontier orbital gap (eV) = 12.39
- HOMO energy (Eh) = -0.41572
- structure (SMILES) = CCC.CC

These are the Mulliken partial charges, in e, on atoms 1 to 4: -1.19, 0.52, -1.05, 0.31



Which structure is the most stable? The one labeled version b.